A.
DFT (ωB97M-V with the def2-TZVPD basis set) results for a 2-piece molecular cluster, CH5NOS overall.

Element x y z (Å)
S: 1.6401 3.7749 -1.3201
H: 1.5067 4.0688 -2.6224
H: 0.7172 4.6372 -0.9059
C: -0.3479 -1.9370 0.2495
N: -1.0302 -2.2926 1.3632
O: -0.4214 -0.8545 -0.2719
H: 0.2949 -2.6908 -0.2162
H: -1.5189 -1.5669 1.8784
H: -0.8405 -3.1390 1.8454

Computed properties:
LUMO level ... 0.03608 hartree
Net charge ... 0
SMILES string ... NC=O.S
HOMO-LUMO gap ... 10.50 eV

=====

B.
DFT (ωB97M-V with the def2-TZVPD basis set) results for a 2-piece molecular cluster, CH5NOS overall.

Element x y z (Å)
C: 2.1040 0.3671 0.1035
N: -4.0489 -0.3775 0.1424
O: 1.0961 -0.5931 -0.1070
S: -2.7302 0.3937 -0.0640
H: 2.6755 0.0371 0.9699
H: 1.6880 1.3577 0.3093
H: 2.7771 0.4359 -0.7586
H: -3.9972 -1.3966 0.1102
H: 0.4355 -0.2244 -0.7057

Computed properties:
LUMO level (alpha / beta) ... -0.04813 / -0.04831 hartree
Net charge ... 0
SMILES string ... N=S.CO
HOMO-LUMO gap (alpha / beta) ... 7.44 / 7.44 eV

=====

Which one is most stable, and which one is least stable? A is the most stable of them, while B is the least stable.

=====

A.
DFT (ωB97M-V with the def2-TZVPD basis set) results for a 2-piece molecular cluster, CH5NOS overall.

Element x y z (Å)
S: -0.5762 1.6462 2.5499
H: 0.0706 2.7316 2.3135
H: -1.1002 1.5665 1.3698
C: -0.1379 -0.5299 -1.2684
N: 0.8349 -1.3873 -0.7975
O: -0.5487 -0.5290 -2.4359
H: -0.6044 0.0405 -0.4410
H: 1.3111 -1.9354 -1.5094
H: 0.7509 -1.6031 0.2189

Computed properties:
LUMO level ... 0.02628 hartree
Net charge ... 0
SMILES string ... NC=O.S
HOMO-LUMO gap ... 10.75 eV

=====

B.
DFT (ωB97M-V with the def2-TZVPD basis set) results for one molecule with the formula CH5NOS.

Element x y z (Å)
C: -0.7214 -1.0401 0.1625
N: 0.3896 1.4602 -0.1899
O: 1.7819 -0.6049 -0.4478
S: 0.8766 -0.0268 0.5177
H: -1.4153 -0.4060 -0.3316
H: -1.3974 -1.0916 1.1684
H: 0.7826 1.5694 -1.0841
H: 0.6031 2.2265 0.4282
H: -0.8997 -2.0866 -0.2234

Computed properties:
LUMO level ... 0.02863 hartree
Net charge ... 0
HOMO-LUMO gap ... 10.05 eV

=====

Which one is most stable, and which one is least stable? A is the most stable of them, while B is the least stable.

=====

A.
DFT (ωB97M-V with the def2-TZVPD basis set) results for a 2-piece molecular cluster, CH5NOS overall.

Element x y z (Å)
C: -0.9363 1.3073 -1.1891
N: 0.6788 -1.1476 0.7430
O: -0.2262 1.1203 -0.2008
S: 1.6538 -0.2730 2.0662
H: -1.2928 0.4687 -1.6964
H: -1.2289 2.2107 -1.5035
H: 1.0776 -1.9431 0.3395
H: -0.1003 -1.4155 1.3702
H: 0.3744 -0.3277 0.0710

Computed properties:
LUMO level ... -0.01502 hartree
Net charge ... 0
SMILES string ... [NH3+][S-].C=O
HOMO-LUMO gap ... 6.80 eV

=====

B.
DFT (ωB97M-V with the def2-TZVPD basis set) results for one molecule with the formula CH5NOS.

Element x y z (Å)
C: -0.4492 -0.6956 0.8429
N: 0.2026 1.6622 -0.5109
O: 0.3740 -0.5024 -1.8230
S: 0.4553 0.1396 -0.5430
H: -0.2004 -0.0199 1.7059
H: -1.5170 -0.6257 0.6630
H: -0.4048 -1.8192 0.9595
H: -0.4786 1.9510 -1.2035
H: 2.0180 -0.0901 -0.0908

Computed properties:
LUMO level ... 0.00769 hartree
Net charge ... 0
SMILES string ... C[S@H](=N)=O
HOMO-LUMO gap ... 9.85 eV

=====

Which one is most stable, and which one is least stable? A is the most stable of them, while B is the least stable.

=====

A.
DFT (ωB97M-V with the def2-TZVPD basis set) results for a 2-piece molecular cluster, CH3NO2S overall.

Element x y z (Å)
C: -1.6776 -0.3314 -0.1222
N: -0.9752 0.6993 -0.1875
O: 2.8999 1.1018 0.3930
O: 2.5059 -1.3023 0.3377
S: 2.5898 -0.0631 -0.3811
H: -1.2484 -1.2553 -0.4918
H: -2.6973 -0.4005 0.2715
H: -1.3971 1.5516 0.1804

Computed properties:
LUMO level ... -0.02813 hartree
Net charge ... 0
HOMO-LUMO gap ... 9.59 eV

=====

B.
DFT (ωB97M-V with the def2-TZVPD basis set) results for one molecule with the formula CH3NO2S.

Element x y z (Å)
C: -0.1229 -0.1494 0.4200
N: 0.7712 0.1781 1.3271
O: -1.3061 -0.0145 0.5191
O: -0.8407 -0.6861 -2.1153
S: 0.5791 -0.6447 -1.2809
H: 0.4358 0.8101 2.0497
H: 1.6826 0.3645 0.8934
H: -1.1990 0.1420 -1.8130

Computed properties:
LUMO level ... 0.01786 hartree
Net charge ... 0
SMILES string ... NC(=O)SO
HOMO-LUMO gap ... 9.74 eV

=====

C.
DFT (ωB97M-V with the def2-TZVPD basis set) results for one molecule with the formula CH3NO2S.

Element x y z (Å)
C: 0.3208 1.2271 0.4453
N: 0.5590 -0.4487 -0.0704
O: -1.0365 -0.9702 -0.1518
O: 1.1536 -1.0300 0.8379
S: -0.0954 2.3985 -0.4643
H: 0.5143 1.1785 1.4117
H: 0.6407 -1.0985 -1.1048
H: -1.4352 -0.1645 -0.4159

Computed properties:
LUMO level ... -0.05001 hartree
Net charge ... 0
SMILES string ... [O-][N@@H+](O)C=S
HOMO-LUMO gap ... 7.97 eV

=====

D.
DFT (ωB97M-V with the def2-TZVPD basis set) results for one molecule with the formula CH3NO2S.

Element x y z (Å)
C: -1.4057 0.2790 0.2045
N: -0.2843 -0.3138 -0.0624
O: 2.1578 -1.3871 -0.0740
O: 1.5118 0.9904 -0.3776
S: 1.6604 -0.1644 0.5466
H: -1.5589 0.4476 1.3015
H: -1.9742 0.6324 -0.5507
H: -0.1069 -0.4841 -0.9879

Computed properties:
LUMO level ... -0.00359 hartree
Net charge ... 0
HOMO-LUMO gap ... 10.11 eV

=====

Which one is most stable, and which one is least stable? B is the most stable of them, while C is the least stable.